# 1
Below is C33H19Cl5HfN8 as an isolated structure in a non-equilibrium geometry, with properties calculated with ωB97M-V with the def2-TZVPD basis set.

Each line ends with the natural charge from an NBO analysis.
Atoms and positions in Å:
Hf1 -18.95 -2.31 -5.37  2.21
Cl1 -16.46 -2.13 -8.51  0.05
Cl2 -13.82 -0.49 -8.02  0.12
Cl3 -18.60 -0.15 -3.90  0.04
Cl4 -14.22 2.22 -6.25  0.07
Cl5 -16.88 2.57 -4.53  0.06
N1 -17.14 -3.72 -5.25  -0.77
N2 -21.01 -2.80 -4.76  -0.38
N3 -14.91 -4.73 -4.88  -0.65
N4 -21.37 -3.53 -3.74  -0.23
N5 -19.14 -3.30 -3.19  -0.58
N6 -20.31 -1.15 -6.88  -0.72
N7 -12.58 -4.07 -5.23  -0.42
N8 -21.48 -10.39 -5.80  -0.34
C1 -19.16 0.26 -8.55  -0.26
C2 -20.56 -8.00 -6.29  -0.23
C3 -21.64 -1.41 -6.65  0.19
C4 -19.16 2.63 -8.26  -0.23
C5 -18.37 -4.26 -1.16  -0.26
C6 -22.01 -2.28 -5.60  0.14
C7 -16.59 1.19 -5.53  -0.11
C8 -16.34 -1.03 -7.18  0.00
C9 -23.36 -2.52 -5.27  -0.21
C10 -18.17 -3.58 -2.33  0.09
C11 -20.38 1.25 -6.64  -0.29
C12 -24.34 -1.95 -6.08  -0.22
C13 -22.68 -0.76 -7.34  -0.25
C14 -15.44 1.01 -6.34  -0.07
C15 -16.05 -4.18 -5.10  0.68
C16 -21.10 -5.75 -6.96  -0.23
C17 -18.82 1.50 -9.00  -0.21
C18 -19.65 -4.70 -0.79  -0.12
C19 -19.74 -5.28 -6.80  0.01
C20 -19.92 0.12 -7.34  0.24
C21 -20.64 -4.64 -1.74  -0.21
C22 -13.74 -4.20 -5.08  0.41
C23 -19.35 -4.00 -7.21  -0.80
C24 -18.87 -6.32 -6.37  -0.24
C25 -17.37 -1.03 -6.23  -0.60
C26 -15.23 -0.12 -7.18  -0.09
C27 -24.01 -0.98 -7.05  -0.16
C28 -20.04 2.47 -7.15  -0.19
C29 -20.99 -9.35 -6.10  0.29
C30 -20.34 -3.87 -2.92  0.34
C31 -19.23 -7.66 -6.23  -0.14
C32 -21.50 -7.01 -6.64  -0.15
C33 -17.47 0.08 -5.42  0.06
H1 -21.00 1.11 -5.73  0.23
H2 -20.18 -3.38 -7.65  0.24
H3 -21.79 -5.01 -7.20  0.20
H4 -18.83 3.70 -8.47  0.23
H5 -17.52 -4.46 -0.59  0.23
H6 -17.24 -3.12 -2.60  0.22
H7 -18.27 1.60 -9.96  0.23
H8 -24.79 -0.36 -7.52  0.23
H9 -19.85 -5.10 0.20  0.24
H10 -20.32 3.37 -6.62  0.21
H11 -17.83 -6.01 -6.18  0.21
H12 -18.34 -3.91 -7.53  0.26
H13 -18.78 -0.60 -9.08  0.24
H14 -21.55 -5.19 -1.67  0.25
H15 -23.44 -3.21 -4.43  0.26
H16 -25.43 -2.13 -5.86  0.22
H17 -18.45 -8.37 -6.02  0.23
H18 -22.38 0.00 -8.05  0.23
H19 -22.54 -7.25 -6.63  0.22

Properties
- Net charge: 0
- HOMO level (spin up / spin down): -7.594 / -7.387 eV
- LUMO (spin up / spin down): -2.64 / -3.08 eV
- ΔE to the lowest compared entry with this formula, charge and spin: 6.38 kcal/mol
- Multiplicity: 1

=====

# 2
Below is one molecule with the formula C5H8N2 in a non-equilibrium geometry, with properties calculated with ωB97M-V with the def2-TZVPD basis set.

Each line ends with the natural charge from an NBO analysis.
Atoms and positions in Å:
N1 -0.67 1.26 0.30  -0.30
N2 -0.21 0.08 -0.20  -0.27
C1 1.23 -1.75 -0.12  -0.22
C2 2.06 -2.67 0.63  -0.38
C3 -2.06 1.47 0.15  -0.27
C4 0.96 -0.37 0.26  0.04
C5 -1.14 2.07 -0.81  -0.27
H1 -2.71 0.72 -0.28  0.22
H2 -2.20 2.11 0.94  0.22
H3 2.24 -3.76 0.29  0.22
H4 1.56 0.20 0.96  0.19
H5 -1.12 3.22 -0.70  0.21
H6 2.47 -2.22 1.44  0.19
H7 -1.06 1.59 -1.79  0.22
H8 0.64 -1.94 -1.06  0.23

Properties
- SMILES: C=C/C=N/N1CC1
- Net charge: 0
- HOMO level: -8.651 eV
- LUMO: 0.40 eV
- ΔE to the lowest compared entry with this formula, charge and spin: 109.61 kcal/mol
- Multiplicity: 1

=====

# 3
Below is a 6-piece molecular cluster, C31H48BrCl2O17P overall in a non-equilibrium geometry, with properties calculated with ωB97M-V with the def2-TZVPD basis set.

Each line ends with the Mulliken charge.
Atoms and positions in Å:
Br1 1.54 1.33 2.89  -0.27
Cl1 5.12 -0.51 -0.50  -0.19
Cl2 5.81 1.99 -1.99  -0.31
P1 1.87 0.29 -0.24  2.00
O1 2.66 -2.14 -1.42  -0.75
O2 -7.81 7.90 -3.26  -0.29
O3 7.15 0.01 3.50  -0.26
O4 -3.30 -8.37 -1.76  -0.33
O5 2.61 -6.06 1.68  -0.33
O6 -6.21 2.66 -1.27  -0.34
O7 -4.58 4.17 -0.96  -0.39
O8 3.50 -7.37 0.11  -0.44
O9 6.84 -1.43 5.21  -0.50
O10 -1.33 -9.43 -1.95  -0.37
O11 1.10 -2.44 0.04  -0.82
O12 -9.28 7.73 -1.58  -0.36
O13 -8.26 5.88 -2.37  -0.51
O14 8.86 -0.48 4.88  -0.37
O15 -2.77 -9.41 -3.70  -0.55
O16 -4.06 2.11 -1.72  -0.55
O17 3.34 -8.12 2.24  -0.63
C1 -10.16 10.01 -1.43  -1.33
C2 -0.78 1.40 0.31  0.08
C3 -6.78 3.76 -0.56  -0.58
C4 3.59 -5.87 -1.82  -1.40
C5 1.20 0.37 -2.06  -1.72
C6 -2.49 -9.10 -2.58  0.62
C7 4.08 1.73 -1.47  0.31
C8 8.26 1.37 1.79  -1.14
C9 8.19 0.98 3.25  0.49
C10 -8.43 7.05 -2.39  0.56
C11 -5.83 4.87 -0.90  0.64
C12 -2.72 -8.44 -0.45  -0.61
C13 -8.95 9.13 -1.72  0.55
C14 -0.45 -9.30 0.33  -1.28
C15 -4.86 2.90 -1.36  0.51
C16 3.18 2.91 -1.80  -1.15
C17 -2.20 1.36 0.26  -1.28
C18 -1.26 -8.62 -0.76  0.62
C19 9.39 0.25 3.77  -0.60
C20 0.02 0.07 0.32  -0.95
C21 -8.46 9.17 -3.14  -0.58
C22 3.17 -7.26 1.42  0.64
C23 2.84 -6.28 -0.57  1.41
C24 2.57 0.21 1.57  -0.97
C25 2.90 -1.17 2.17  0.09
C26 1.93 -1.61 -0.54  -0.25
C27 7.54 -0.70 4.59  0.58
C28 3.58 -1.08 3.61  -1.14
C29 2.80 -5.25 0.51  -0.11
C30 3.72 0.60 -0.82  -0.36
C31 -5.78 6.01 0.11  -1.01
H1 4.61 -0.67 3.57  0.09
H2 -3.16 -9.29 0.07  0.33
H3 0.72 -0.60 -2.33  0.49
H4 -6.21 5.72 1.07  0.29
H5 -6.78 3.51 0.51  0.35
H6 9.03 0.81 1.26  0.30
H7 4.22 -6.68 -2.19  0.37
H8 -2.80 1.46 1.20  0.13
H9 0.23 -10.03 -0.09  0.35
H10 -8.15 9.35 -1.01  0.26
H11 3.54 0.76 1.53  0.55
H12 3.53 3.36 -2.76  0.34
H13 1.95 -1.72 2.37  0.23
H14 -6.02 5.27 -1.90  0.31
H15 2.92 -0.62 4.37  0.40
H16 3.33 3.72 -1.03  0.24
H17 -0.79 -7.67 -1.05  0.27
H18 -0.51 -0.53 -0.47  0.40
H19 0.53 1.25 -2.17  0.25
H20 -1.09 -9.81 1.05  0.37
H21 -2.93 -7.53 0.11  0.33
H22 -4.75 6.33 0.29  0.37
H23 -0.11 -0.48 1.26  0.58
H24 2.04 0.48 -2.81  0.35
H25 8.50 2.43 1.69  0.34
H26 -9.26 9.20 -3.87  0.36
H27 1.98 -4.53 0.38  -0.06
H28 2.10 2.74 -1.87  0.31
H29 3.69 -2.15 3.92  0.34
H30 0.12 -8.56 0.88  0.24
H31 -0.29 2.40 0.40  0.31
H32 7.96 1.86 3.87  0.25
H33 -6.35 6.86 -0.26  0.04
H34 -7.79 3.95 -0.89  0.27
H35 3.62 -1.77 1.58  -0.02
H36 -10.89 9.49 -0.81  0.34
H37 9.80 -0.47 3.05  0.36
H38 1.84 -6.63 -0.84  -0.34
H39 10.19 0.92 4.09  0.30
H40 -9.85 10.92 -0.92  0.36
H41 -2.76 1.27 -0.70  0.48
H42 -7.76 9.98 -3.32  0.30
H43 4.23 -5.00 -1.64  0.27
H44 -10.66 10.31 -2.35  0.31
H45 1.66 1.72 -0.04  0.32
H46 2.89 -5.59 -2.61  0.37
H47 7.31 1.19 1.27  0.23
H48 3.74 -4.70 0.62  0.25

Properties
- Net charge: -2
- HOMO level: -0.556 eV
- LUMO: 2.32 eV
- ΔE to the lowest compared entry with this formula, charge and spin: 0.00 kcal/mol
- Multiplicity: 1

=====

# 4
Below is one molecule with the formula C3HBrClNOS in a non-equilibrium geometry, with properties calculated with ωB97M-V with the def2-TZVPD basis set.

Each line ends with the natural charge from an NBO analysis.
Atoms and positions in Å:
Br1 -4.54 0.70 -0.01  0.19
Cl1 -3.16 -2.52 0.03  0.08
S1 -1.38 1.43 0.02  0.50
O1 -0.07 -2.11 -0.07  -0.58
N1 -0.29 0.15 0.01  -0.76
C1 -2.78 0.16 0.00  -0.23
C2 -2.25 -1.07 -0.01  -0.23
C3 -0.78 -1.14 -0.02  0.61
H1 0.70 0.31 0.00  0.43

Properties
- SMILES: O=c1[nH]sc(Br)c1Cl
- Net charge: 0
- HOMO level: -8.989 eV
- LUMO: 0.09 eV
- ΔE to the lowest compared entry with this formula, charge and spin: 0.00 kcal/mol
- Multiplicity: 1